(1)
Computed, not measured: a structure of composition C43H40CoN6SeSi in a non-equilibrium geometry, with the ωB97M-V functional and the def2-TZVPD basis.

Properties
LUMO (spin up / spin down) ... -4.68 / -4.84 eV
⟨S²⟩ ... 6.134
Total charge ... +1
Multiplicity ... 5
ΔE to the lowest compared entry with this formula, charge and spin ... 75.05 kcal per mole
Energy ... -165019.602 eV
HOMO-LUMO gap (spin up / spin down) ... 3.840 / 5.055 eV
HOMO energy (spin up / spin down) ... -0.3131 / -0.3635 Eh
M ... 806.814 g/mol

Geometry (Å):
Se -13.361 8.207 7.498
Co -14.216 9.636 10.032
Si -18.178 9.071 9.561
N -12.913 8.725 9.171
N -11.520 7.903 7.144
N -16.936 11.467 10.529
N -15.961 7.750 11.215
N -15.292 8.949 11.408
N -14.338 11.392 9.135
C -19.517 7.660 7.392
C -15.141 6.509 11.248
C -11.588 8.642 9.449
C -12.818 13.704 8.795
C -13.911 13.752 9.715
C -16.447 13.894 10.941
C -17.031 10.158 12.855
C -14.290 14.897 10.453
C -18.454 8.514 7.783
C -14.270 6.122 13.664
C -19.052 12.159 13.412
C -15.552 14.963 11.051
C -9.457 7.729 8.486
C -14.132 7.607 13.851
C -19.863 9.278 10.335
C -15.608 9.465 12.786
C -10.829 8.056 8.276
C -17.535 8.275 5.522
C -14.804 12.594 9.703
C -10.956 9.011 10.657
C -15.612 9.151 15.185
C -19.596 7.122 6.136
C -15.232 5.655 12.540
C -17.368 10.625 14.244
C -22.574 9.082 11.049
C -20.791 10.224 9.918
C -20.311 8.297 11.257
C -9.615 8.715 10.708
C -15.461 8.408 13.916
C -21.662 8.153 11.569
C -17.505 11.189 11.767
C -22.110 10.200 10.345
C -8.877 8.064 9.689
C -16.097 12.661 10.406
C -12.604 12.565 8.014
C -18.565 7.401 5.190
C -17.125 7.623 10.307
C -16.618 10.102 15.345
C -17.513 8.825 6.805
C -18.542 12.050 12.098
C -18.499 11.447 14.467
C -13.544 11.533 8.025
C -17.359 10.750 9.359
H -15.020 4.627 12.279
H -22.759 11.034 10.120
H -17.404 13.982 11.432
H -16.342 5.666 12.806
H -15.805 15.858 11.622
H -16.903 10.453 16.341
H -13.533 10.753 7.264
H -16.684 9.491 7.016
H -14.096 6.776 11.086
H -14.867 10.279 12.906
H -20.355 7.484 8.075
H -7.843 7.904 9.928
H -15.424 5.824 10.435
H -18.673 7.120 4.137
H -12.193 14.574 8.779
H -13.606 7.799 14.828
H -11.468 9.546 11.423
H -13.289 5.635 13.411
H -19.807 12.913 13.523
H -19.594 7.678 11.803
H -18.985 12.700 11.317
H -16.301 7.704 13.909
H -14.617 5.666 14.639
H -17.765 6.811 10.717
H -11.752 12.528 7.346
H -16.758 8.556 4.824
H -23.652 8.939 11.262
H -9.013 9.089 11.535
H -18.022 11.378 8.720
H -16.698 7.118 9.388
H -13.603 15.739 10.550
H -21.915 7.328 12.243
H -14.996 8.874 16.036
H -17.716 9.327 12.677
H -20.372 6.397 5.835
H -20.447 11.065 9.309
H -13.494 8.066 13.073
H -16.506 10.585 8.653
H -8.981 7.166 7.704
H -18.847 11.522 15.499

Force components x, y, z for each atom (eV/Å):
3.42 -0.63 0.18
-3.30 0.80 2.66
-0.22 -0.13 0.17
2.93 -1.10 -0.47
-0.92 -0.34 1.26
2.44 0.86 -0.82
-0.53 -1.42 -0.06
-0.10 0.37 0.71
-1.37 2.11 -2.71
-0.28 0.56 1.01
-0.05 -0.08 0.24
-1.70 -1.17 -2.42
-0.50 -1.29 1.08
-1.30 -1.00 -1.37
0.10 -0.84 0.38
0.35 -0.12 -0.98
-0.92 0.31 0.49
-0.26 -0.29 -0.43
-0.40 -1.80 0.19
-0.19 -0.17 0.09
1.79 0.20 -0.58
0.50 0.06 0.67
0.56 1.42 0.69
-0.13 -1.27 0.91
0.07 1.13 -1.76
-2.10 0.98 0.55
-0.65 -0.22 0.45
0.46 -0.16 1.52
1.36 -0.55 -0.86
-1.71 1.63 1.17
1.07 -0.69 -1.75
-1.44 1.18 -0.02
-0.71 -0.09 0.41
-0.49 -0.23 0.63
0.38 0.70 -0.04
0.10 0.44 -0.12
-0.54 1.22 0.76
0.52 0.26 -0.60
0.40 0.30 -0.20
-1.29 1.65 1.85
-0.09 -0.73 0.07
-0.82 -0.31 -1.37
0.66 -1.15 -0.57
-0.38 1.71 -0.47
-0.75 0.65 -0.02
1.03 -0.62 -0.66
1.04 -1.12 -0.18
0.46 -0.32 -0.08
0.73 -1.05 -0.14
0.91 -0.22 -0.26
0.60 -0.06 2.57
0.83 0.26 -1.37
0.17 -0.32 0.01
-0.19 -0.16 -0.21
0.00 0.04 -0.09
1.38 0.03 0.10
-0.12 -0.32 -0.27
0.38 0.02 -0.26
0.25 0.02 0.60
0.00 0.08 0.16
0.18 0.15 -0.11
-0.07 -0.30 0.43
0.45 -0.07 0.00
0.30 -0.37 -0.34
-0.12 0.43 -0.11
0.09 -0.41 0.53
0.57 0.11 -0.21
-0.26 -0.27 -0.95
-0.30 0.13 0.51
-0.63 0.64 0.47
-0.47 -0.03 0.53
-0.14 -0.07 -0.50
0.45 -0.55 0.51
0.00 0.05 -0.45
0.41 0.34 -0.96
-0.02 0.64 -0.17
-0.30 0.10 -0.30
-0.13 -0.07 -0.19
0.78 0.34 -0.09
-0.36 -0.27 0.12
-0.14 -0.33 0.37
-0.64 0.52 0.23
-0.16 -0.22 -0.18
-0.36 0.45 -0.34
-0.19 -0.06 0.02
-0.34 -0.56 -0.01
0.26 0.72 0.35
-0.18 -0.27 0.03
-0.22 -0.29 0.20
-0.36 0.07 0.63
0.48 0.11 -0.14
0.05 0.37 -0.34

Löwdin population analysis, charges in e, atoms 1 to 4:
1 Se 1.17
2 Co 0.69
3 Si 0.73
4 N -0.41

(2)
Computed, not measured: a cluster of 3 separate species, C43H40O8 in total in a non-equilibrium geometry, with the ωB97M-V functional and the def2-TZVPD basis.

Properties
LUMO ... -1.07 eV
Multiplicity ... 1
Energy ... -61621.413 eV
HOMO-LUMO gap ... 8.562 eV
HOMO energy ... -0.3540 Eh
SMILES string ... CCCCCCCCC1=C(C[C@@H](C)O)C(=O)OC1=O.O=C1c2ccccc2C(=O)c2ccccc21.O=C1c2ccccc2C(=O)c2ccccc21
M ... 684.785 g/mol

Geometry (Å):
O -1.085 -3.454 0.049
O 2.065 4.381 -0.212
O 4.177 5.608 3.419
O 3.343 5.307 1.364
O 3.744 1.699 6.046
O 0.464 2.551 -4.256
O -4.132 5.195 -4.944
O -2.721 -7.224 -3.368
C -0.115 -0.896 2.483
C -4.984 -3.220 -1.435
C -2.831 -4.276 -1.296
C -0.950 -6.358 -2.084
C 3.740 4.911 2.605
C -0.237 4.431 -2.307
C 1.957 3.034 5.288
C 2.688 4.261 0.752
C 1.232 -7.361 -2.017
C -0.594 3.132 -4.394
C -3.101 4.576 -4.771
C 0.052 -2.335 3.001
C 3.547 3.418 2.709
C -3.169 2.164 -7.654
C -1.794 6.126 -1.606
C 1.431 1.122 2.103
C -4.531 -5.187 -2.744
C 1.668 -6.357 -1.157
C -3.707 -3.270 -0.904
C -0.518 -5.361 -1.206
C 3.461 2.837 5.205
C -1.029 4.168 -3.419
C -3.250 -5.246 -2.210
C -1.448 -4.295 -0.749
C 1.149 -0.355 1.783
C 0.795 -5.363 -0.749
C -0.622 5.404 -1.399
C 0.597 -2.433 4.438
C -3.538 3.160 -6.766
C -1.489 2.817 -5.542
C -0.073 -7.361 -2.479
C -5.394 -4.173 -2.362
C -2.340 -6.351 -2.616
C 3.994 2.492 3.800
C 1.855 -1.601 4.725
C 2.929 3.053 1.610
C -2.698 3.494 -5.710
C -2.590 5.863 -2.709
C 2.481 -2.102 6.057
C -1.955 1.502 -7.497
C 2.513 1.678 1.152
C -2.217 4.877 -3.613
C -1.118 1.827 -6.444
H 0.676 3.876 -2.148
H 5.090 2.556 3.837
H 1.720 -2.314 6.808
H -4.852 -5.931 -3.461
H -0.009 5.603 -0.532
H -6.389 -4.124 -2.785
H -1.666 0.728 -8.197
H -4.480 3.676 -6.891
H -0.411 -8.139 -3.151
H -5.663 -2.433 -1.131
H 3.223 -1.385 6.413
H -0.903 -0.934 1.724
H 3.050 -3.010 5.832
H -0.162 -2.207 5.192
H 1.914 -8.141 -2.329
H 0.881 -3.481 4.602
H 0.626 -2.945 2.300
H -3.827 1.902 -8.473
H 4.701 1.566 6.030
H 0.536 1.743 1.990
H 2.692 -6.354 -0.804
H 1.068 -0.460 0.698
H -0.950 -2.779 3.023
H 3.725 1.477 3.513
H -0.478 -0.223 3.266
H -3.387 -2.526 -0.187
H 1.721 1.183 3.152
H 1.463 2.072 5.143
H 2.020 -0.916 2.130
H 1.641 -0.538 4.879
H -2.089 6.893 -0.900
H 2.037 1.820 0.179
H 1.134 -4.585 -0.078
H 1.734 3.334 6.314
H 4.030 3.665 5.638
H -3.503 6.422 -2.866
H 1.612 3.804 4.598
H 2.634 -1.717 3.968
H -0.176 1.309 -6.319
H 3.367 1.006 1.051

Force components x, y, z for each atom (eV/Å):
0.00 0.00 -0.02
-1.62 0.38 -2.90
1.19 2.38 2.00
-0.37 1.12 -0.30
0.11 0.07 -0.10
-0.07 0.01 -0.02
0.05 -0.05 0.00
0.03 0.05 0.04
0.08 -0.53 -0.86
0.00 -0.05 -0.04
-0.04 -0.10 -0.09
0.03 0.10 0.09
-0.42 -3.01 -0.90
0.04 0.04 0.11
0.51 0.10 0.57
1.82 -0.98 3.17
-0.01 0.06 0.04
0.36 -0.17 0.09
-0.32 0.23 -0.02
-0.88 0.36 0.80
0.08 0.22 0.29
0.06 -0.01 0.03
0.05 -0.08 -0.03
0.06 -0.56 -0.46
-0.18 0.04 -0.05
-0.05 -0.04 -0.03
-0.13 0.11 0.02
-0.03 -0.09 -0.10
0.27 -1.00 0.20
-0.15 0.07 0.00
0.06 0.11 0.08
0.10 0.26 0.25
-0.20 0.67 0.54
0.18 -0.03 0.04
-0.14 0.04 -0.06
0.84 -0.20 -0.76
-0.08 -0.07 -0.16
-0.11 0.07 -0.01
0.15 -0.11 -0.03
0.05 0.02 0.05
-0.14 -0.28 -0.26
0.32 1.15 -0.05
0.07 -0.40 1.45
-0.33 -1.02 -1.50
0.11 -0.09 0.02
-0.02 0.12 0.15
0.49 0.12 -0.94
-0.05 0.04 0.02
-0.79 0.95 0.50
0.12 -0.09 -0.02
0.00 -0.13 -0.14
-0.02 -0.02 -0.10
-0.06 -0.15 0.06
0.11 0.10 0.08
0.12 -0.06 0.04
0.03 0.00 -0.05
0.01 -0.01 0.01
0.00 0.01 0.01
0.06 0.08 0.11
-0.12 0.08 0.00
0.01 -0.01 -0.01
-0.24 0.05 0.26
-0.04 0.16 0.13
-0.26 -0.15 0.26
-0.07 0.16 -0.17
-0.01 0.01 0.00
-0.14 0.06 0.08
0.14 0.18 0.03
0.01 0.01 0.01
-0.18 -0.05 0.12
-0.03 -0.13 -0.01
-0.02 0.00 0.00
0.01 -0.23 0.07
0.13 -0.12 -0.12
-0.04 -0.01 0.22
0.21 -0.08 0.09
0.12 -0.07 -0.02
0.07 0.12 -0.06
-0.06 0.13 -0.30
0.00 -0.07 -0.27
-0.13 -0.03 -0.44
0.00 -0.01 -0.01
0.24 -0.31 -0.11
-0.14 0.03 -0.01
-0.13 0.13 -0.13
-0.33 0.34 -0.38
-0.01 -0.09 -0.11
-0.13 -0.14 0.00
-0.24 0.12 -0.19
0.00 0.08 0.12
0.00 0.04 0.07

Löwdin population analysis, charges in e, atoms 1 to 4:
1 O 0.10
2 O 0.20
3 O 0.21
4 O 0.17

(3)
Computed, not measured: a structure of composition C43H42BGeN6O2PbSe, with the ωB97M-V functional and the def2-TZVPD basis.

Properties
LUMO (spin up / spin down) ... -4.77 / -4.77 eV
Total charge ... +1
Multiplicity ... 1
ΔE to the lowest compared entry with this formula, charge and spin ... 100.81 kcal per mole
Energy ... -186086.407 eV
HOMO-LUMO gap (spin up / spin down) ... 6.331 / 6.331 eV
HOMO energy (spin up / spin down) ... -0.4079 / -0.4079 Eh
M ... 1044.431 g/mol

Geometry (Å):
Pb 0.878 0.212 -0.815
Se 4.780 6.008 3.747
Ge -3.093 0.119 1.014
O 3.734 -1.193 -2.019
O 2.207 -1.856 0.790
N 1.218 1.480 1.545
N 0.250 1.444 -2.692
N 2.583 2.326 -0.690
N 3.545 4.804 4.138
N 0.474 -2.043 -2.391
N 4.888 5.560 2.040
C 0.313 -4.380 -2.815
C 1.661 2.573 4.048
C 1.338 -4.092 0.269
C 0.776 1.532 3.892
C -5.456 0.799 -0.527
C 4.516 4.301 -0.574
C -2.214 -1.154 3.517
C 0.584 1.022 2.615
C 0.670 -1.851 -3.708
C 3.813 3.938 0.575
C 2.105 2.482 1.686
C -4.923 -0.094 0.404
C -1.962 2.779 1.032
C 0.290 -3.294 -1.941
C 0.713 -2.879 -4.626
C -5.754 -1.055 0.982
C 3.256 2.686 -1.775
C 4.350 -1.928 -2.769
C -7.617 -0.234 -0.307
C 5.059 -1.397 -3.981
C -2.639 -1.351 2.203
C 4.043 4.584 1.865
C -2.778 -2.657 1.726
C 0.530 -4.175 -4.166
C -2.843 1.918 1.703
C -7.098 -1.125 0.624
C -1.704 0.221 -0.406
C 4.241 3.668 -1.762
C -2.040 -3.532 3.844
C 4.420 -3.419 -2.520
C 0.080 -3.559 -0.465
C -3.434 3.730 3.179
C 3.301 4.162 3.030
C -2.482 -3.741 2.542
C 2.341 3.065 2.932
C -1.816 4.099 1.430
C -6.795 0.728 -0.883
C -1.911 -2.237 4.333
C 0.123 1.789 -3.795
C 2.850 2.931 0.482
C -2.552 4.572 2.511
C -3.588 2.410 2.771
C 1.896 -3.140 1.310
B 0.028 2.144 -5.307
H 4.561 -1.786 -4.876
H 2.761 -3.601 1.796
H -1.804 -4.377 4.479
H -1.141 4.759 0.898
H 3.421 -3.796 -2.292
H -0.279 -2.653 0.031
H -0.165 1.085 -5.882
H -1.373 2.415 0.186
H 1.076 2.681 -5.612
H -2.610 -4.751 2.167
H -1.586 -2.070 5.353
H 1.110 -5.025 0.790
H 2.988 2.176 -2.698
H 0.797 -0.821 -4.030
H 2.112 -4.324 -0.467
H 4.835 -3.965 -3.367
H 2.827 -1.898 0.052
H 0.147 -5.379 -2.426
H -7.201 1.428 -1.604
H 5.058 -3.597 -1.647
H -0.713 -4.300 -0.382
H 5.042 -0.310 -4.001
H -2.136 -0.146 3.918
H 1.141 -2.963 2.080
H 5.266 5.082 -0.504
H 6.088 -1.761 -4.004
H -4.296 1.770 3.290
H -3.130 -2.833 0.712
H -0.105 0.199 2.447
H 1.858 3.020 5.014
H -0.897 2.912 -5.473
H 4.766 3.923 -2.672
H -7.738 -1.872 1.078
H -4.010 4.104 4.018
H -2.171 0.409 -1.397
H 0.241 1.115 4.735
H -5.366 -1.751 1.716
H -2.447 5.604 2.823
H 0.872 -2.667 -5.677
H -8.665 -0.286 -0.581
H 0.545 -5.013 -4.852
H -4.827 1.560 -0.981

Force components x, y, z for each atom (eV/Å):
0.64 -0.41 0.20
0.36 0.57 0.44
-0.19 0.00 0.18
-0.08 -0.18 0.17
-0.15 0.27 0.10
0.04 0.19 -0.03
-0.28 0.30 -0.14
-0.06 0.06 0.15
0.02 -0.06 -0.04
-0.22 -0.22 -0.06
-0.01 -0.04 -0.02
-0.01 -0.07 0.01
0.09 0.14 -0.01
-0.10 0.03 -0.15
-0.03 0.02 0.13
0.00 -0.07 -0.04
0.11 0.15 0.09
-0.02 0.05 -0.04
0.02 -0.10 -0.25
0.02 0.14 0.34
-0.04 0.00 0.08
-0.11 -0.14 -0.11
0.00 -0.03 -0.02
-0.12 -0.13 0.15
0.14 0.03 -0.12
0.03 -0.04 -0.10
-0.13 0.07 -0.13
-0.17 -0.12 0.05
-0.08 0.07 -0.02
0.02 -0.04 0.05
-0.02 -0.04 -0.04
0.09 0.00 0.01
-0.30 -0.28 -0.09
0.07 0.02 0.04
0.00 -0.08 0.01
0.24 0.09 -0.15
0.05 0.05 -0.03
-0.31 0.08 -0.41
0.02 0.00 -0.06
-0.01 0.04 -0.07
0.03 0.09 0.05
0.11 0.17 -0.05
0.02 0.01 0.02
-0.09 -0.25 -0.29
0.04 -0.02 0.05
0.04 0.07 -0.04
-0.01 0.01 0.01
0.01 0.01 -0.01
0.00 -0.04 -0.02
0.13 -0.20 0.18
-0.07 -0.13 -0.14
-0.03 -0.07 0.00
0.05 0.04 0.04
-0.13 -0.04 -0.05
-0.11 0.24 -0.33
0.06 0.01 0.06
0.08 0.10 -0.01
-0.03 0.03 -0.02
-0.03 -0.03 0.02
0.03 0.03 -0.02
0.00 0.03 -0.03
0.10 0.08 0.07
-0.03 0.08 0.04
-0.03 -0.16 0.05
0.03 0.05 0.02
-0.01 -0.02 -0.04
-0.02 -0.03 -0.09
0.02 0.05 0.11
-0.04 -0.07 0.03
0.05 -0.05 0.04
-0.03 0.03 0.04
0.22 -0.26 -0.13
0.03 0.08 -0.04
0.03 -0.05 0.04
-0.06 0.02 -0.08
-0.10 0.00 0.04
-0.02 -0.02 0.03
0.01 -0.06 -0.05
0.03 0.02 0.01
-0.07 -0.07 -0.01
-0.04 0.00 -0.02
0.04 0.04 -0.04
0.01 -0.01 0.08
0.02 0.05 0.01
-0.04 -0.02 -0.01
0.04 -0.12 0.10
-0.03 0.00 0.02
0.03 0.04 -0.02
0.03 -0.01 -0.06
0.17 -0.02 0.23
0.01 0.01 -0.05
0.01 0.02 0.01
0.00 -0.03 0.01
-0.03 0.01 0.10
0.09 0.00 0.02
-0.01 0.04 0.03
-0.04 -0.01 0.04

Löwdin population analysis, charges in e, atoms 1 to 4:
1 Pb 1.34
2 Se 1.16
3 Ge 0.93
4 O 0.00